{"formula": "C4H7N3", "method": "ωB97M-V/def2-TZVPD", "elements": ["C", "C", "C", "C", "N", "N", "N", "H", "H", "H", "H", "H", "H", "H"], "coordinates": [[-1.61083, 2.23721, -1.22733], [0.72021, 1.78695, -0.67709], [0.64429, -0.11654, 0.80658], [-0.32293, -2.36585, 0.36527], [-0.57905, 2.04605, -0.74627], [1.21574, 0.75781, 0.07809], [0.01955, -1.17641, 1.13153], [-2.56941, 2.47471, -1.62446], [1.46468, 2.48444, -1.16404], [-1.45325, -2.43689, 0.50920], [0.27617, -3.20438, 0.82758], [0.25511, -2.35514, -0.61123], [2.24349, 0.89275, 0.18910], [-0.30378, -1.02473, 2.14308]], "forces_ev_per_angstrom": [[0.8, 0.2, 0.8], [2.4, 0.6, 0.0], [-1.0, -1.5, 1.0], [0.9, -1.6, -0.1], [-1.3, -0.5, -1.5], [0.5, 1.3, -1.1], [1.0, 3.5, 1.6], [-0.6, 0.2, -0.1], [-1.1, -0.9, 0.8], [1.6, -0.5, -1.0], [-1.3, 0.6, 0.2], [-1.7, 0.5, 0.6], [-0.4, -0.6, 0.0], [0.2, -1.2, -1.4]], "energy_ha": -320.00688, "gap_ev": [7.964, 7.645], "relative_energy_ev": 2.946, "molar_mass_g_mol": 97.1, "charge": 2, "homo_ev": [-17.70, -17.65]}



{"formula": "C10H8N2", "method": "ωB97M-V/def2-TZVPD", "elements": ["C", "C", "C", "C", "C", "N", "C", "C", "C", "N", "C", "C", "H", "H", "H", "H", "H", "H", "H", "H"], "coordinates": [[-3.37908, -0.01408, -0.01183], [-2.73326, -1.17180, -0.00695], [-1.30787, -1.23555, -0.03814], [-0.57361, 0.00492, -0.03744], [0.87446, -0.00469, -0.01716], [1.51861, 0.01217, -1.21423], [2.87769, -0.03796, -1.19612], [3.63019, 0.00491, -0.01947], [2.75796, -0.05404, 1.16192], [1.48718, 0.04929, 1.12902], [-1.30195, 1.17248, -0.00219], [-2.70153, 1.16004, -0.08815], [-4.67961, 0.03534, -0.00723], [-3.01561, -2.15071, -0.01523], [-0.81128, -2.19976, 0.05795], [3.44587, -0.09317, -2.09830], [4.63035, 0.10611, 0.21815], [3.25971, -0.01525, 2.16605], [-0.68785, 2.27019, -0.05168], [-3.29038, 2.16156, 0.07103]], "forces_ev_per_angstrom": [[-6.3, 1.4, -0.4], [4.9, -1.4, -0.2], [-0.2, 2.6, 0.4], [-2.1, -2.1, 0.1], [1.7, 0.8, -3.0], [0.5, -0.8, 0.6], [0.2, 0.5, 1.4], [-5.2, -0.7, 2.1], [4.6, 1.2, -0.6], [-1.7, -0.9, 1.9], [1.1, 3.6, -1.0], [0.0, 3.4, 1.6], [4.2, -0.3, 0.0], [-2.3, -2.2, 0.1], [0.0, 0.3, -0.3], [-0.3, 0.2, -1.0], [2.1, -0.1, -0.5], [-0.6, -0.2, -0.9], [-1.9, -3.3, 0.3], [1.3, -2.0, -0.7]], "energy_ha": -495.29080, "gap_ev": 9.964, "relative_energy_ev": 2.133, "molar_mass_g_mol": 156.2, "smiles": "c1ccc(-c2ncccn2)cc1", "homo_ev": -9.29}



Which formula does entry 2 have? C10H8N2